Here is a structure of composition C8H16FNO2 from the OMol25 dataset. Energies are from ωB97M-V/def2-TZVPD.

Calculated values
E   -619.31052 a.u.
Energy above the lowest of the compared OMol25 structures with the same formula, charge and spin   5.136 eV
Charge   0
Orbital gap   9.323 eV

Cartesian coordinates (Å):
C -2.341 -0.247 -0.274
C -0.975 -0.917 0.026
C 0.049 -0.215 -0.932
H -2.833 1.518 1.121
H -0.662 -2.853 0.452
H 4.077 1.103 0.725
H 1.366 -1.752 -0.639
N -0.971 1.759 0.215
H -3.045 2.056 -0.541
O -1.071 -2.386 -0.340
H 0.751 1.845 -0.830
O -3.353 -0.923 0.418
H -2.440 -0.187 -1.408
C 3.407 -0.117 1.130
C -2.374 1.304 0.127
H -3.449 -1.792 -0.059
H -0.927 2.807 0.450
C -0.153 1.267 -0.921
H 4.109 -1.181 0.507
C 1.978 -0.143 0.762
C 1.524 -0.674 -0.629
H -0.570 1.629 -1.871
H 1.607 0.959 0.907
H -0.091 -0.655 -1.822
H 1.608 -0.980 1.449
H -0.667 -0.879 1.050
F 2.392 -0.165 -1.591
H 3.056 -0.179 2.517

---

Here is a structure of composition C8H16Li6O10P2 from the OMol25 dataset. Energies are from ωB97M-V/def2-TZVPD.

Calculated values
E   -1795.39084 a.u.
Spin multiplicity   2
Charge   -1
Orbital gap (spin up / spin down)   3.033 / 5.372 eV
<S²>   0.750

Cartesian coordinates (Å):
C -2.788 0.837 -2.870
H -4.862 1.151 -2.640
P -3.122 -1.352 1.753
O 4.534 2.078 1.334
C 5.634 1.439 3.318
Li -0.804 1.007 1.589
O -2.085 -2.413 2.363
H 5.718 -0.226 1.890
O -3.324 -1.689 0.288
H 4.817 3.355 2.924
H -4.425 -1.717 -2.345
C 5.337 2.582 2.358
O 1.705 -0.937 -0.482
C 3.925 0.902 1.728
P 0.392 -0.674 0.275
Li -1.864 -2.978 0.451
H 5.227 1.603 4.316
H -5.286 -0.781 -4.301
H 3.613 0.408 0.808
O -2.728 -0.489 -2.236
H 4.722 -0.592 3.213
H -3.065 -2.209 -3.446
H -3.775 -0.710 -4.917
Li 1.073 0.366 -1.721
H 6.712 1.294 3.397
H -4.114 1.601 -4.227
O -0.500 -1.837 -0.131
H -2.061 0.956 -3.673
Li 0.902 -2.413 -1.402
C -4.283 -0.507 -3.974
Li -1.987 -0.562 -0.442
Li -0.427 -1.613 2.960
H 6.346 2.792 2.004
C -3.588 -1.386 -2.959
O -4.556 -1.160 2.352
H -2.534 1.528 -2.065
C -4.112 0.902 -3.391
O -0.328 0.514 -0.339
O 0.414 -0.421 1.773
C 5.007 0.242 2.571
O -2.439 0.004 1.660
H 2.983 1.106 2.239

---

Here is a structure of composition C8H16MnNO4Se2 from the OMol25 dataset. Energies are from ωB97M-V/def2-TZVPD.

Calculated values
E   -6623.74631 a.u.
Spin multiplicity   4
Energy above the lowest of the compared OMol25 structures with the same formula, charge and spin   2.039 eV
Charge   +1
Orbital gap (spin up / spin down)   6.200 / 7.347 eV
<S²>   4.236

Cartesian coordinates (Å):
N 3.142 0.835 -0.051
H 3.375 0.539 0.898
O -0.301 -0.364 1.455
Se 0.855 -0.915 -1.196
Se -1.535 1.395 -0.865
H 3.235 3.171 1.572
H -0.979 -2.605 -1.692
H -3.481 -0.127 -0.527
O 1.061 2.734 -0.843
C 2.973 3.213 0.512
H 4.796 2.195 -0.088
H -2.354 -0.450 1.752
Mn 0.567 1.081 -0.092
O 0.870 2.307 1.253
O -3.299 -3.050 -1.339
C -0.657 -2.133 -0.761
H -0.241 0.002 2.352
C 3.727 2.162 -0.318
H -2.553 -0.664 -1.943
H -3.835 -2.283 0.518
H -0.225 -2.898 -0.114
H 3.153 4.214 0.121
C 1.541 2.805 0.318
C -2.479 -0.357 -0.899
H 3.576 2.387 -1.379
C -1.548 -1.082 1.365
C -2.965 -2.635 -0.049
H 3.566 0.149 -0.676
H -1.456 -1.980 1.988
C -1.873 -1.504 -0.080
H -2.551 -3.512 0.458
H -4.106 -2.629 -1.651

---

Here is the molecule C8H16N2 from the OMol25 dataset. Energies are from ωB97M-V/def2-TZVPD.

Calculated values
E   -423.69169 a.u.
Energy above the lowest of the compared OMol25 structures with the same formula, charge and spin   6.747 eV
Charge   0
Orbital gap   9.089 eV

Cartesian coordinates (Å):
C -0.334 -0.543 0.754
C -0.633 0.838 -0.887
H 3.708 0.416 -0.667
C 1.706 -0.290 -0.398
H 1.327 1.862 -1.304
H 3.148 0.542 0.855
C -2.003 -1.298 -0.942
H -1.378 0.796 2.383
H -2.808 -0.878 -0.062
H -1.820 -2.466 -1.014
N -0.753 -0.615 -0.563
C -1.613 0.269 1.408
C 0.862 1.131 -0.540
C -1.486 1.325 0.264
H -0.808 1.063 -1.988
H -2.361 -0.722 -1.970
H -2.591 -0.181 1.345
H -2.520 1.600 0.015
H 1.645 -0.931 1.862
H -1.131 2.327 0.730
H 0.796 1.742 0.463
H 1.201 -2.271 0.808
N 3.059 0.005 -0.017
H 1.623 -0.702 -1.388
H 0.200 0.374 0.984
C 1.106 -1.148 0.843